#A
This record from the OMol25 dataset describes 2 unconnected molecules or ions with the total composition C5H11O2. The level of theory is ωB97M-V/def2-TZVPD.

Properties
HOMO (spin up / spin down), eV: 3.9 / -1.4
Kohn-Sham gap (spin up / spin down), eV: 2.9 / 8.1
<S²>: 0.7506

ORCA input file:
```
! wB97M-V def2-TZVPD RIJCOSX def2/J DEFGRID3
* xyz -2 2
C 0.418 0.207 -1.723
C -0.283 1.131 -0.792
C 1.893 -0.181 -1.338
H -0.229 -0.671 -1.922
H 0.386 0.788 -2.755
H -0.135 2.177 -0.874
H 0.071 1.087 0.270
H 2.421 -0.793 -2.168
H 2.561 0.577 -1.197
H -1.464 0.939 -0.784
H 1.927 -0.867 -0.625
C -1.080 -1.014 1.450
C -1.042 -0.153 2.770
O -2.204 0.003 3.162
O 0.018 0.259 3.326
H -1.561 -1.907 1.586
H -0.115 -1.150 0.992
H -1.582 -0.432 0.625
*
```

Löwdin atomic charge list, values in e, 5 entries:
1. C -0.497
2. C -0.246
3. C -0.371
4. H 0.049
5. H 0.020

#B
This record from the OMol25 dataset describes 2 unconnected molecules or ions with the total composition C5H11O2. The level of theory is ωB97M-V/def2-TZVPD.

Properties
HOMO (spin up / spin down), eV: 4.0 / -1.6
Kohn-Sham gap (spin up / spin down), eV: 2.5 / 8.0
<S²>: 0.7507

ORCA input file:
```
! wB97M-V def2-TZVPD RIJCOSX def2/J DEFGRID3
* xyz -2 2
C -1.339 1.457 0.768
C -2.654 2.198 0.481
C -1.190 0.960 2.194
H -1.277 0.627 0.087
H -0.545 2.148 0.517
H -2.508 2.989 -0.279
H -3.115 2.774 1.292
H -0.830 -0.053 2.395
H -0.388 1.509 2.717
H -3.428 1.595 -0.006
H -2.073 1.142 2.790
C 0.643 -2.252 -1.458
C 1.622 -1.199 -0.926
O 2.713 -1.071 -1.535
O 1.232 -0.561 0.081
H 0.260 -2.004 -2.438
H -0.146 -2.536 -0.763
H 1.214 -3.186 -1.594
*
```

Löwdin atomic charge list, values in e, 5 entries:
1. C -0.347
2. C -0.568
3. C -0.224
4. H 0.070
5. H 0.079

The winner here is #B, beating the second structure by 1.021 eV.

#A
This record from the OMol25 dataset describes C2H4N4O in the gas phase. The level of theory is ωB97M-V/def2-TZVPD.

Properties
HOMO, eV: -8.1
Kohn-Sham gap, eV: 8.7
SMILES: N/N=c1/cn[nH]o1

ORCA input file:
```
! wB97M-V def2-TZVPD RIJCOSX def2/J DEFGRID3
* xyz 0 1
N 2.297 -0.413 0.198
N 1.430 0.702 0.027
C 0.248 0.430 -0.202
C -0.889 1.189 -0.062
N -1.836 0.297 0.159
N -1.556 -0.918 -0.027
O -0.083 -0.921 -0.157
H 2.010 -1.109 -0.432
H 3.305 0.085 0.114
H -1.028 2.346 0.039
H -2.119 -1.358 0.615
*
```

Löwdin atomic charge list, values in e, 5 entries:
1. N 0.004
2. N 0.006
3. C -0.464
4. C -0.042
5. N 0.003

#B
This record from the OMol25 dataset describes C2H4N4O in the gas phase. The level of theory is ωB97M-V/def2-TZVPD.

Properties
HOMO, eV: -8.4
Kohn-Sham gap, eV: 9.0

ORCA input file:
```
! wB97M-V def2-TZVPD RIJCOSX def2/J DEFGRID3
* xyz 0 1
C 0.018 0.915 0.645
C 0.752 -0.207 0.369
N -1.124 0.271 -1.868
N 0.584 -0.861 -0.854
N -0.323 -0.594 -1.860
N -0.694 1.201 1.718
O 1.793 -0.416 1.021
H 1.220 -1.632 -0.906
H -0.190 -1.345 -2.561
H -1.210 0.502 2.247
H -0.826 2.166 2.048
*
```

Löwdin atomic charge list, values in e, 5 entries:
1. C -0.009
2. C -0.559
3. N 0.095
4. N 0.066
5. N -0.236

The winner here is #B, beating the second structure by 0.111 eV.

#A
This record from the OMol25 dataset describes a gas-phase ion, C11H17N2O (charge +1). The level of theory is ωB97M-V/def2-TZVPD.

Properties
HOMO, eV: -11.9
Kohn-Sham gap, eV: 8.4
SMILES: COc1cccc(N)c1[C@H](C)C(C)=[NH2+]

ORCA input file:
```
! wB97M-V def2-TZVPD RIJCOSX def2/J DEFGRID3
* xyz 1 1
C -3.077 -2.165 0.010
O -1.868 -1.429 -0.277
C -1.711 -0.125 0.072
C -2.719 0.880 -0.007
C -2.432 2.287 0.062
C -1.073 2.674 0.185
C -0.107 1.663 0.283
N 1.324 1.985 0.191
C -0.368 0.285 0.170
C 0.666 -0.761 0.074
C 0.523 -1.457 1.472
C 1.973 -0.288 -0.376
C 1.933 0.258 -1.790
N 3.133 -0.429 0.204
H -3.677 -1.956 0.948
H -2.816 -3.277 -0.004
H -3.865 -2.068 -0.707
H -3.846 0.554 -0.159
H -3.278 3.070 0.009
H -0.713 3.752 0.185
H 1.429 2.875 -0.176
H 1.612 2.115 1.154
H 0.291 -1.340 -0.737
H 1.122 -2.365 1.542
H -0.589 -1.795 1.526
H 0.817 -0.684 2.159
H 1.012 0.844 -2.051
H 1.727 -0.560 -2.391
H 2.746 0.811 -2.007
H 3.268 -0.981 1.042
H 3.901 -0.024 -0.183
*
```

Löwdin atomic charge list, values in e, 5 entries:
1. C -0.057
2. O -0.116
3. C -0.241
4. C 0.007
5. C -0.055

#B
This record from the OMol25 dataset describes a gas-phase ion, C11H17N2O (charge +1). The level of theory is ωB97M-V/def2-TZVPD.

Properties
HOMO, eV: -11.8
Kohn-Sham gap, eV: 7.7

ORCA input file:
```
! wB97M-V def2-TZVPD RIJCOSX def2/J DEFGRID3
* xyz 1 1
C 3.848 -0.926 1.713
C 3.169 -2.159 1.818
C 3.232 0.174 1.179
C 1.940 -2.205 1.243
C 1.925 0.118 0.628
C 1.325 -1.144 0.549
C 1.280 1.404 0.116
C -0.134 1.662 0.585
C -1.980 0.044 0.070
C -2.939 -0.448 -0.918
C -3.295 0.491 -2.104
N 0.072 -1.371 -0.045
N -1.180 1.160 -0.341
O -3.363 1.872 -1.631
H 4.772 -0.646 2.098
H 3.450 -3.110 2.198
H 3.863 1.099 1.296
H 1.464 -3.220 1.294
H 2.053 2.053 0.304
H 1.193 1.282 -1.090
H -0.122 1.287 1.550
H -0.218 2.678 0.786
H -3.757 -0.806 -0.472
H -2.545 -1.399 -1.483
H -2.543 0.659 -2.813
H -4.082 0.239 -2.679
H -0.464 -2.103 0.408
H 0.108 -1.458 -1.070
H -1.949 1.829 -0.557
H -0.895 1.037 -1.277
H -4.227 1.910 -1.354
*
```

Löwdin atomic charge list, values in e, 5 entries:
1. C -0.062
2. C -0.050
3. C -0.040
4. C -0.046
5. C -0.163

The winner here is #A, beating the second structure by 4.021 eV.

#A
This record from the OMol25 dataset describes 2 unconnected molecules or ions with the total composition C7H6N2O3. The level of theory is ωB97M-V/def2-TZVPD.

Properties
HOMO (spin up / spin down), eV: -9.6 / -9.6
Kohn-Sham gap (spin up / spin down), eV: 8.8 / 8.8
SMILES: [O-][N+]#Cc1ccccc1.O=[NH+][O-]

ORCA input file:
```
! wB97M-V def2-TZVPD RIJCOSX def2/J DEFGRID3
* xyz 0 1
O 4.167 -2.326 0.228
N 3.103 -1.745 0.177
C 2.407 -0.822 0.039
C 1.000 -0.558 0.056
C 0.470 0.321 1.033
C -0.846 0.718 1.070
C -1.712 0.227 0.101
C -1.224 -0.721 -0.808
C 0.107 -1.121 -0.905
H 0.954 0.766 1.884
H -1.268 1.483 1.714
H -2.812 0.478 0.076
H -1.939 -1.182 -1.602
H 0.249 -1.832 -1.745
O 3.520 2.044 0.622
N 2.934 1.528 -0.304
O 2.593 2.031 -1.352
H 2.936 0.501 -0.299
*
```

Löwdin atomic charge list, values in e, 5 entries:
1. O 0.060
2. N -0.020
3. C -0.049
4. C -0.184
5. C -0.036

#B
This record from the OMol25 dataset describes 2 unconnected molecules or ions with the total composition C7H6N2O3. The level of theory is ωB97M-V/def2-TZVPD.

Properties
HOMO (spin up / spin down), eV: -7.0 / -7.0
Kohn-Sham gap (spin up / spin down), eV: 6.4 / 6.4

ORCA input file:
```
! wB97M-V def2-TZVPD RIJCOSX def2/J DEFGRID3
* xyz 0 1
C 2.253 -0.104 0.264
C 1.041 -0.617 -0.167
C 1.478 0.889 2.313
C -0.500 -1.759 -1.126
C -1.069 -1.124 -0.018
C -0.042 2.646 -0.716
C -2.523 -0.940 0.296
N -0.090 -0.415 0.588
N 2.277 0.710 1.302
O -1.130 2.617 -1.082
O 1.008 2.768 -0.287
O 0.790 -1.424 -1.205
H 2.893 0.099 -0.548
H -0.971 -2.022 -2.066
H -2.572 -0.476 1.260
H -3.046 -1.925 0.248
H -2.883 -0.257 -0.561
H 3.087 1.331 1.503
*
```

Löwdin atomic charge list, values in e, 5 entries:
1. C -0.147
2. C -0.342
3. C 0.250
4. C -0.086
5. C -0.346

The winner here is #B, beating the second structure by 2.281 eV.

#A
This record from the OMol25 dataset describes 2 unconnected molecules or ions with the total composition C2H5NO. The level of theory is ωB97M-V/def2-TZVPD.

Properties
HOMO (spin up / spin down), eV: -8.3 / -8.3
Kohn-Sham gap (spin up / spin down), eV: 8.6 / 8.6

ORCA input file:
```
! wB97M-V def2-TZVPD RIJCOSX def2/J DEFGRID3
* xyz 0 1
C 0.091 1.834 -0.492
C 0.085 -0.651 -0.138
N 0.059 0.562 -0.471
O 0.737 -1.666 -0.785
H 0.791 2.244 0.176
H -0.702 2.318 -0.929
H -1.077 -1.196 2.439
H -1.142 -1.717 1.881
H 1.158 -1.729 -1.681
*
```

Löwdin atomic charge list, values in e, 5 entries:
1. C 0.012
2. C -0.195
3. N -0.017
4. O -0.040
5. H 0.064

#B
This record from the OMol25 dataset describes C2H5NO in the gas phase. The level of theory is ωB97M-V/def2-TZVPD.

Properties
HOMO, eV: -10.2
Kohn-Sham gap, eV: 11.1
SMILES: C=NCO

ORCA input file:
```
! wB97M-V def2-TZVPD RIJCOSX def2/J DEFGRID3
* xyz 0 1
C 1.448 0.107 0.502
N 0.604 -0.579 -0.144
C -0.661 0.111 -0.607
O -1.714 -0.259 0.263
H 2.374 -0.340 0.942
H 1.239 1.136 0.891
H -1.028 -0.260 -1.712
H -0.771 1.277 -0.563
H -1.490 -1.192 0.427
*
```

Löwdin atomic charge list, values in e, 5 entries:
1. C -0.071
2. N -0.024
3. C -0.324
4. O -0.103
5. H 0.077

The winner here is #B, beating the second structure by 2.572 eV.

#A
This record from the OMol25 dataset describes C4H8ClN3 in the gas phase. The level of theory is ωB97M-V/def2-TZVPD.

Properties
HOMO, eV: -8.0
Kohn-Sham gap, eV: 8.8
SMILES: [H]/N=C(N)/C(Cl)=C\NC

ORCA input file:
```
! wB97M-V def2-TZVPD RIJCOSX def2/J DEFGRID3
* xyz 0 1
H 2.252 2.377 0.546
N 1.968 1.447 0.676
C 0.905 1.005 0.129
N 0.006 1.855 -0.522
C 0.467 -0.386 0.033
Cl 1.583 -1.570 -0.103
C -0.859 -0.684 -0.113
N -1.927 0.159 -0.263
C -3.227 -0.285 0.369
H -0.204 1.651 -1.522
H 0.413 2.727 -0.620
H -1.089 -1.771 -0.305
H -1.758 1.058 0.095
H -3.333 -1.489 0.348
H -4.018 0.186 -0.104
H -3.209 -0.166 1.567
*
```

Löwdin atomic charge list, values in e, 5 entries:
1. H 0.021
2. N 0.136
3. C -0.519
4. N 0.078
5. C -0.742

#B
This record from the OMol25 dataset describes C4H8ClN3 in the gas phase. The level of theory is ωB97M-V/def2-TZVPD.

Properties
HOMO, eV: -8.8
Kohn-Sham gap, eV: 9.6
SMILES: C=C(Cl)/C(=N\C)NN

ORCA input file:
```
! wB97M-V def2-TZVPD RIJCOSX def2/J DEFGRID3
* xyz 0 1
C 0.065 -1.500 1.309
C 0.542 -1.055 0.175
Cl 1.499 -1.965 -0.950
C -0.018 0.359 -0.346
N -1.219 0.634 -0.759
C -2.337 -0.291 -0.530
N 1.081 1.259 -0.603
N 2.287 1.425 0.186
H -0.478 -0.792 2.027
H 0.430 -2.395 1.578
H -2.986 0.115 0.224
H -2.945 -0.305 -1.375
H -1.963 -1.309 -0.208
H 0.595 2.024 -0.965
H 3.231 1.364 -0.387
H 2.217 2.431 0.624
*
```

Löwdin atomic charge list, values in e, 5 entries:
1. C -0.028
2. C -0.703
3. Cl 0.661
4. C -0.346
5. N 0.023

The winner here is #A, beating the second structure by 1.447 eV.